1.
Formula: C44H39ClIrO4S
Source: the Open Molecules 2025 dataset
Level of theory: wB97M-V/def2-TZVPD

```
90
Properties=species:S:1:pos:R:3
Ir -0.646 0.062 0.242
C 4.034 -3.791 -2.044
C 2.524 -3.774 -1.953
C 1.888 -4.980 -2.619
O 2.152 -3.692 -0.592
C 0.962 -2.923 -0.545
C 1.198 -1.869 -1.631
O 2.029 -2.567 -2.555
C -0.021 -1.300 -2.389
O -0.770 -0.362 -1.608
C -0.957 -2.421 -2.835
C -2.076 -2.750 -2.079
C -2.900 -3.800 -2.461
C -2.618 -4.528 -3.607
C -1.507 -4.198 -4.371
C -0.681 -3.152 -3.987
C 0.428 -0.444 -3.583
C 1.739 -0.031 -3.788
C 2.050 0.837 -4.828
C 1.058 1.305 -5.672
C -0.256 0.899 -5.472
C -0.565 0.034 -4.437
C 0.685 -2.430 0.879
O -0.586 -1.798 0.800
C 1.717 -1.458 1.460
C 1.331 -0.724 2.585
C 2.185 0.198 3.165
C 3.453 0.400 2.634
C 3.858 -0.342 1.539
C 3.001 -1.273 0.961
C 0.518 -3.658 1.776
C -0.672 -4.380 1.702
C -0.859 -5.512 2.479
C 0.146 -5.942 3.336
C 1.335 -5.233 3.406
C 1.520 -4.096 2.630
H 4.427 -4.659 -1.515
H 4.443 -2.885 -1.599
H 4.341 -3.842 -3.089
H 2.318 -5.892 -2.204
H 2.077 -4.953 -3.693
H 0.810 -4.991 -2.462
H 0.104 -3.542 -0.826
H 1.748 -1.015 -1.211
H -2.294 -2.183 -1.185
H -3.767 -4.047 -1.861
H -3.263 -5.343 -3.908
H -1.283 -4.756 -5.272
H 0.182 -2.893 -4.585
H 2.538 -0.399 -3.158
H 3.079 1.141 -4.979
H 1.304 1.979 -6.483
H -1.042 1.261 -6.124
H -1.591 -0.273 -4.277
H 0.351 -0.884 3.014
H 1.857 0.762 4.029
H 4.119 1.131 3.074
H 4.848 -0.200 1.124
H 3.343 -1.858 0.121
H -1.455 -4.040 1.035
H -1.791 -6.060 2.416
H 0.002 -6.826 3.944
H 2.125 -5.562 4.069
H 2.452 -3.549 2.696
Cl -2.210 0.289 7.001
C -2.322 0.233 5.268
C -2.550 1.405 4.563
C -2.627 1.355 3.182
C -2.476 0.150 2.492
C -2.559 0.120 1.002
C -2.269 -1.015 3.231
C -2.188 -0.980 4.614
H -2.668 2.340 5.093
H -2.800 2.268 2.626
H -3.079 0.984 0.595
H -3.013 -0.803 0.641
H -2.145 -1.957 2.710
H -2.015 -1.885 5.180
S -0.280 2.171 0.776
C 1.412 2.407 0.297
C 1.873 1.976 -0.946
C 3.204 2.155 -1.291
C 4.073 2.783 -0.411
C 3.607 3.239 0.815
C 2.282 3.049 1.173
H 1.178 1.537 -1.654
H 3.555 1.820 -2.260
H 5.110 2.931 -0.685
H 4.280 3.738 1.499
H 1.918 3.388 2.135
```

Calculated values
E_HOMO (alpha / beta) (eV): -7.93 / -8.58
<S²>: 0.755
Charge: 0
Energy relative to the best compared isomer or geometry (same formula, charge and spin) (kcal/mol): 0.0
Orbital gap (alpha / beta) (eV): 6.926 / 7.437
LUMO (alpha / beta) (Eh): -0.03694 / -0.04191
Spin multiplicity: 2

2.
Formula: CH19O12
Source: the Open Molecules 2025 dataset
Level of theory: wB97M-V/def2-TZVPD

```
32
Properties=species:S:1:pos:R:3
C 0.800 -0.373 -0.580
O -0.358 -0.652 -0.685
O 1.417 -0.780 0.542
O 1.321 0.361 -1.359
H 0.884 -1.371 1.013
O -1.609 -2.565 -3.055
H -2.191 -2.353 -2.270
H -1.037 -1.805 -3.247
O -0.138 -0.346 -3.493
H 0.293 -0.230 -2.630
H 0.606 -0.239 -4.134
O 1.413 1.646 1.912
H 1.635 0.807 1.456
H 1.640 2.349 1.325
O -0.882 -1.785 3.968
H -1.588 -1.978 3.369
H -0.577 -0.958 3.532
O 0.197 2.684 -1.411
H 0.394 1.729 -1.301
H -0.012 2.966 -0.540
O -2.474 0.637 -0.065
H -1.681 0.105 -0.104
H -2.080 1.477 0.095
O -1.154 -2.614 0.869
H -1.252 -3.516 0.491
H -0.916 -2.005 0.199
O 3.305 2.124 -1.251
H 3.325 2.622 -0.478
H 2.729 1.332 -1.150
O -0.926 0.688 2.842
H -0.935 0.972 3.735
H -0.150 1.073 2.405
```

Calculated values
E_HOMO (eV): -7.24
Charge: -1
Energy relative to the best compared isomer or geometry (same formula, charge and spin) (kcal/mol): 10.2
Orbital gap (eV): 9.967
LUMO (Eh): 0.10024

3.
Formula: C29H44IN2O8P
Source: the Open Molecules 2025 dataset
Level of theory: wB97M-V/def2-TZVPD

```
85
Properties=species:S:1:pos:R:3
C 8.872 -1.087 1.991
C 8.607 -0.228 0.745
O 9.520 -0.081 -0.026
O 7.392 0.361 0.574
C 6.802 0.069 -0.727
C 5.523 -0.776 -0.464
C 4.380 -0.558 -1.481
C 3.973 0.924 -1.721
C 3.992 1.837 -0.466
C 3.143 1.339 0.741
C 1.794 0.684 0.372
C 0.675 1.680 -0.074
C -0.364 2.072 1.022
C 0.477 2.418 2.301
C -1.037 3.421 0.648
C -1.867 3.262 -0.696
C -1.018 3.512 -2.007
O -2.088 4.460 -1.404
O -1.257 1.040 1.453
C -1.661 0.121 0.507
O -0.764 -1.033 0.468
C -0.686 -1.584 -0.786
O 0.021 -1.171 -1.664
C -1.613 -2.769 -1.020
C -2.283 -2.945 -2.219
C -3.156 -4.019 -2.357
C -3.393 -4.914 -1.325
C -2.686 -4.732 -0.129
C -1.808 -3.676 0.035
C -3.038 -0.459 1.018
N -4.209 0.205 0.474
C -4.387 0.049 -0.955
C -5.898 -0.191 -1.265
C -6.189 -0.127 -2.787
I -6.662 -1.975 -0.352
N -4.390 1.560 0.934
C -5.440 1.572 1.589
O -6.445 1.503 2.191
P -3.043 -0.458 2.914
C -4.326 -1.709 3.430
O -1.595 -1.146 3.402
H 8.364 -2.061 1.943
H 8.515 -0.589 2.912
H 9.951 -1.230 2.127
H 6.602 1.044 -1.186
H 7.479 -0.545 -1.339
H 5.241 -0.640 0.588
H 5.828 -1.837 -0.558
H 3.502 -1.171 -1.227
H 4.745 -0.945 -2.453
H 2.991 1.039 -2.207
H 4.716 1.345 -2.425
H 5.020 1.992 -0.091
H 3.635 2.849 -0.744
H 3.707 0.591 1.330
H 3.031 2.197 1.425
H 1.896 -0.067 -0.424
H 1.440 0.129 1.258
H 0.216 1.360 -1.023
H 1.200 2.622 -0.333
H 1.213 3.193 2.053
H 0.913 1.523 2.763
H -0.219 2.856 3.042
H -1.750 3.794 1.395
H -0.296 4.164 0.322
H -2.634 2.470 -0.744
H -0.279 4.313 -2.033
H -1.653 3.283 -2.871
H -1.742 0.506 -0.522
H -2.134 -2.247 -3.047
H -3.705 -4.148 -3.296
H -4.101 -5.738 -1.424
H -2.862 -5.418 0.705
H -1.282 -3.517 0.980
H -3.140 -1.526 0.749
H -4.103 0.927 -1.568
H -3.861 -0.841 -1.340
H -6.438 0.670 -0.834
H -5.780 -0.986 -3.336
H -7.288 -0.184 -2.883
H -5.910 0.850 -3.213
H -5.331 -1.281 3.519
H -3.969 -2.134 4.382
H -4.345 -2.519 2.672
H -1.254 -0.544 4.073
```

Calculated values
E_HOMO (eV): -8.15
Charge: 0
Orbital gap (eV): 8.343
SMILES: CC(=O)OCCCCCCCC[C@@](C)(C[C@@H]1CO1)O[C@@H](OC(=O)c1ccccc1)[C@H](N(C[C@@H](C)I)N=C=O)P(C)O
LUMO (Eh): 0.00724

Question: Which value of charge does entry 2 give?
Answer: -1